# 1
DFT (the ωB97M-V functional and the def2-TZVPD basis) results for a molecular structure, C37H45IrN3O7S2.

Last column: Mulliken charge in e.
Atoms and positions in Å:
1 Ir -1.37515 0.03905 -0.45240  2.194
2 C 1.25559 4.94747 1.60309  -1.454
3 C 0.05692 4.09906 2.04903  0.490
4 C 0.50865 2.78778 2.68032  -1.693
5 C -1.09027 4.09614 1.01847  -0.016
6 C -1.89693 5.23130 1.16934  -1.018
7 C -3.00899 5.47454 0.39780  -1.490
8 C -3.36862 4.53918 -0.55253  -0.926
9 C -2.61414 3.39487 -0.75687  0.763
10 C -3.13354 2.41434 -1.78034  0.568
11 C -2.21888 2.25495 -2.99669  -1.886
12 C -3.64938 1.16423 -1.06805  -1.312
13 C -1.44428 3.17640 -0.00028  -0.336
14 N -0.62670 2.00487 -0.29053  0.369
15 C 0.64082 2.23960 -0.38362  -0.866
16 C 1.72122 1.30683 -0.33033  0.982
17 C 3.00207 1.89733 -0.20966  -1.447
18 C 4.13948 1.15895 -0.03845  -1.131
19 C 4.02281 -0.24062 -0.00037  -1.092
20 C 2.81237 -0.85113 -0.17531  -0.685
21 C 1.60723 -0.11114 -0.35334  1.003
22 N 0.45276 -0.79066 -0.57454  1.257
23 C 0.65729 -1.96505 -1.40365  -1.553
24 C 1.07228 -1.74740 -2.73328  0.975
25 C 1.37448 -2.85116 -3.51505  -0.174
26 C 1.26140 -4.13717 -3.01645  -1.517
27 C 0.83465 -4.33105 -1.71921  -0.099
28 C 0.52510 -3.25784 -0.88988  1.429
29 C 0.12563 -3.54855 0.53962  2.297
30 C -1.07404 -4.49463 0.61705  -1.875
31 C 1.30759 -4.13650 1.31693  -1.599
32 C 1.18094 -0.36852 -3.36783  1.803
33 C 0.44352 -0.30561 -4.70899  -1.750
34 C 2.63972 0.05510 -3.56691  -1.509
35 H 1.87963 5.18113 2.46726  0.429
36 H 0.92519 5.88657 1.15882  0.384
37 H 1.89186 4.43843 0.88111  0.315
38 H -0.37978 4.65555 2.88098  0.794
39 H 0.99808 2.11158 1.98505  0.043
40 H -0.31892 2.27593 3.17883  0.396
41 H 1.23638 3.00876 3.46328  0.628
42 H -1.63030 5.94409 1.94038  0.467
43 H -3.60017 6.36748 0.55043  0.381
44 H -4.25413 4.69054 -1.15715  0.451
45 H -4.04704 2.86532 -2.17773  0.866
46 H -1.22296 1.89606 -2.75424  0.164
47 H -2.12517 3.22999 -3.47987  0.471
48 H -2.64955 1.55164 -3.70677  0.410
49 H -3.04550 0.78519 -0.17537  0.463
50 H -3.91815 0.34238 -1.72357  0.245
51 H -4.52943 1.43542 -0.47568  0.473
52 H 0.93775 3.28351 -0.42349  1.317
53 H 3.06819 2.97806 -0.24448  0.346
54 H 5.10169 1.63966 0.06662  0.399
55 H 4.90269 -0.85266 0.15311  0.445
56 H 2.74805 -1.92922 -0.17732  0.453
57 H 1.68780 -2.70394 -4.54082  0.348
58 H 1.49433 -4.98685 -3.64550  0.360
59 H 0.73988 -5.33810 -1.33278  0.367
60 H -0.15824 -2.60421 0.99922  -1.357
61 H -0.81230 -5.49221 0.25865  0.356
62 H -1.90709 -4.12201 0.02480  0.329
63 H -1.39745 -4.59913 1.65596  0.398
64 H 1.68119 -5.03643 0.82387  0.413
65 H 1.01204 -4.41523 2.32845  0.420
66 H 2.13834 -3.43164 1.39810  0.284
67 H 0.69763 0.35140 -2.70676  -1.313
68 H 0.97936 -0.85996 -5.48195  0.444
69 H 0.37481 0.73225 -5.04380  0.388
70 H -0.56207 -0.71127 -4.62499  0.275
71 H 3.15746 -0.66129 -4.20901  0.346
72 H 3.18832 0.11570 -2.62734  0.268
73 H 2.68557 1.03254 -4.05317  0.400
74 N -1.40646 0.20821 1.68621  -0.143
75 C -0.75495 -0.74452 2.56279  -0.651
76 C -1.52838 -1.69858 3.20220  -0.489
77 C -0.93517 -2.57891 4.09400  -0.884
78 C 0.42574 -2.48667 4.33318  0.353
79 C 1.20636 -1.54994 3.66838  -1.495
80 C 0.61502 -0.67711 2.77516  1.175
81 S 1.19722 -3.57429 5.49221  1.417
82 O 2.00388 -4.52883 4.71868  -0.384
83 O 2.10879 -2.76137 6.28326  -0.491
84 O 0.14512 -4.22106 6.23431  -0.551
85 H -1.06690 1.14258 1.90436  -0.289
86 H -2.39347 0.20210 1.93162  0.544
87 H -2.59250 -1.75969 3.00409  0.382
88 H -1.52371 -3.32053 4.61613  0.540
89 H 2.27035 -1.49897 3.85922  0.434
90 H 1.22380 0.04402 2.24944  0.349
91 O -1.65526 -0.44376 -2.42132  -0.566
92 S -2.47074 -1.75751 -2.18839  1.056
93 O -3.85978 -1.53328 -2.49302  -0.858
94 O -2.25587 -1.78473 -0.64259  -0.530
95 O -1.86265 -2.87717 -2.83012  -0.687

charge = 0
LUMO energy (alpha / beta) = -0.64 / -4.58 eV
<S²> = 0.76
multiplicity = 2
HOMO-LUMO gap (alpha / beta) = 7.02 / 3.08 eV



# 2
DFT (the ωB97M-V functional and the def2-TZVPD basis) results for a molecular structure, C37H45N5O4PRuS2.

Last column: Mulliken charge in e.
Atoms and positions in Å:
1 Ru 0.24917 -0.05802 -0.24457  0.748
2 N -2.11634 -1.42855 -1.31990  -0.061
3 C -3.18342 -1.52332 -0.33264  0.997
4 C -3.64600 -2.99670 -0.08676  -1.162
5 C -5.07896 -3.41541 -0.48210  -0.396
6 C -6.17466 -3.09452 0.55625  -1.130
7 N -6.11976 -1.74873 1.08012  -0.080
8 C -6.68924 -0.69533 0.54374  0.914
9 N -7.69357 -0.79587 -0.34665  -0.430
10 N -6.33425 0.51485 0.98810  -0.413
11 C -2.68978 -0.92484 1.01849  -0.181
12 O -3.59420 -0.74844 1.89265  -1.070
13 O -1.48889 -0.71102 1.21515  -0.462
14 H -2.44874 -1.68301 -2.24468  0.229
15 H -1.39349 -2.11060 -1.07557  -0.306
16 H -4.00856 -0.89848 -0.68370  0.029
17 H -3.49797 -3.25264 0.96570  0.446
18 H -2.95896 -3.61857 -0.66208  0.404
19 H -5.08823 -4.49908 -0.61703  0.447
20 H -5.33333 -2.95870 -1.44486  0.227
21 H -6.05106 -3.75798 1.41254  0.344
22 H -7.16072 -3.29327 0.12784  0.403
23 H -5.22405 -1.47545 1.60384  0.295
24 H -7.90126 -1.68879 -0.75462  0.180
25 H -7.98470 0.02589 -0.84182  0.221
26 H -5.47147 0.54416 1.53246  0.268
27 H -6.61902 1.33883 0.48666  0.216
28 C 5.66854 -0.07662 -0.49698  -1.518
29 C 4.41387 -0.20437 -1.35820  0.456
30 C 3.93574 -1.64977 -1.32981  -1.316
31 C 3.32291 0.75399 -0.84262  0.300
32 C 3.67513 2.22250 -1.11268  -0.617
33 O 2.89987 2.55157 -2.27905  -0.337
34 C 1.97252 1.58565 -2.39734  -0.134
35 N 2.06232 0.58466 -1.61396  0.167
36 C 1.03231 1.82647 -3.50882  0.126
37 C 1.55181 1.80503 -4.79910  -0.720
38 C 0.76448 2.18005 -5.87209  -0.840
39 C -0.51965 2.64813 -5.64102  -0.801
40 C -1.03269 2.67556 -4.35468  -0.338
41 C -0.28509 2.22001 -3.26919  -0.077
42 P -0.92246 2.07209 -1.53666  1.977
43 C -2.69400 2.29356 -1.99421  0.259
44 C -3.49668 3.36643 -1.61602  -0.659
45 C -4.78143 3.50629 -2.12833  -0.763
46 C -5.28477 2.58078 -3.03023  -0.775
47 C -4.50903 1.47818 -3.37618  -0.887
48 C -3.23806 1.33270 -2.85468  -0.077
49 C -0.51000 3.71628 -0.86332  1.128
50 C 0.45635 4.54820 -1.41542  -0.707
51 C 0.80769 5.72863 -0.77273  -0.842
52 C 0.18789 6.09790 0.40855  -0.729
53 C -0.79212 5.27849 0.95558  -0.838
54 C -1.12590 4.09131 0.33276  -0.681
55 H 6.42447 -0.78330 -0.83896  0.425
56 H 5.42474 -0.31090 0.54098  0.293
57 H 6.09952 0.92571 -0.53048  0.401
58 H 4.63878 0.07816 -2.39642  0.253
59 H 3.00628 -1.76133 -1.87840  0.230
60 H 3.76554 -1.95894 -0.29818  0.110
61 H 4.68279 -2.31220 -1.77041  0.488
62 H 3.13448 0.56994 0.21376  0.295
63 H 4.72537 2.39184 -1.34068  0.405
64 H 3.35473 2.87084 -0.29369  0.229
65 H 2.57544 1.49094 -4.95793  0.532
66 H 1.16019 2.13579 -6.87767  0.397
67 H -1.12421 3.00082 -6.46645  0.435
68 H -2.02382 3.07795 -4.20636  0.514
69 H -3.10578 4.13432 -0.96449  0.466
70 H -5.37471 4.37000 -1.85230  0.440
71 H -6.25311 2.74032 -3.49178  0.450
72 H -4.89249 0.75081 -4.08132  0.493
73 H -2.61858 0.49983 -3.16268  0.601
74 H 0.96062 4.28010 -2.33399  0.367
75 H 1.57912 6.35807 -1.19792  0.432
76 H 0.48202 7.00575 0.91858  0.398
77 H -1.27892 5.56056 1.88014  0.437
78 H -1.82741 3.41355 0.80353  0.671
79 S 0.75950 -2.65699 -0.61407  -0.317
80 C 1.65818 -3.24436 0.74931  0.482
81 C 1.99099 -4.60181 0.80576  -0.788
82 C 2.76668 -5.09976 1.83332  -0.538
83 C 3.21516 -4.24399 2.83580  -0.610
84 C 2.87722 -2.90692 2.80018  -0.609
85 C 2.09616 -2.38674 1.76058  0.282
86 S 1.72638 -0.69304 1.75677  -0.346
87 H 1.63602 -5.24691 0.01183  0.402
88 H 3.03251 -6.14882 1.85408  0.354
89 H 3.83160 -4.62723 3.63875  0.355
90 H 3.21468 -2.22451 3.57102  0.426
91 C 0.09401 1.87680 2.29359  -1.225
92 O 0.28410 1.75543 0.92599  0.087
93 H -0.90485 1.52711 2.60529  0.260
94 H 0.82928 1.31690 2.88561  0.345
95 H 0.18847 2.93698 2.58128  0.247

charge = 0
LUMO energy (alpha / beta) = -0.36 / -0.36 eV
<S²> = 0.77
multiplicity = 2
HOMO-LUMO gap (alpha / beta) = 5.54 / 5.52 eV



# 3
DFT (the ωB97M-V functional and the def2-TZVPD basis) results for a molecular structure, C37H46F4N8O2Tl.

Last column: Mulliken charge in e.
Atoms and positions in Å:
1 Tl 0.82716 -1.18298 0.38937  1.073
2 C 3.06403 -3.66322 1.22044  -1.081
3 N 3.17856 -2.60658 0.22596  0.644
4 C 4.18810 -1.62333 0.60358  -1.060
5 C 3.41662 -3.10211 -1.11615  -1.223
6 C 2.30542 -3.98013 -1.70970  -0.945
7 N 1.00266 -3.68878 -1.16335  0.437
8 C -0.09096 -4.27964 -1.65141  -0.393
9 C -1.30340 -4.15838 -0.90114  0.498
10 F -1.29783 -3.42579 0.20407  -0.306
11 C -2.46123 -4.80191 -1.25044  0.101
12 F -3.53859 -4.67542 -0.47212  -0.336
13 C -2.53313 -5.59637 -2.38214  -0.408
14 C -1.39224 -5.72492 -3.15554  0.024
15 F -1.42720 -6.47609 -4.25492  -0.303
16 C -0.21389 -5.10154 -2.81897  0.697
17 F 0.82343 -5.29269 -3.62872  -0.309
18 H 3.98466 -4.26372 1.28911  0.349
19 H 2.87126 -3.21201 2.19423  0.302
20 H 2.23059 -4.32114 0.97115  0.229
21 H 5.18628 -2.07718 0.70602  0.381
22 H 4.24283 -0.84501 -0.16152  0.281
23 H 3.90660 -1.16117 1.54763  0.221
24 H 3.55054 -2.22801 -1.75862  0.343
25 H 4.35171 -3.68437 -1.16596  0.351
26 H 2.34483 -3.84932 -2.79125  0.451
27 H 2.52259 -5.03905 -1.52339  0.568
28 H -3.44223 -6.11696 -2.64991  0.522
29 C 1.48998 4.63817 0.69704  -1.233
30 N 1.10662 3.24435 0.88819  0.214
31 C 2.13762 2.27978 0.53964  -0.553
32 C -0.18379 2.85677 0.95600  -0.058
33 N -0.53464 1.67988 0.49175  0.894
34 C -1.64706 1.00976 0.81770  -0.351
35 C -2.07010 0.95159 2.17464  -0.491
36 C -3.20487 0.26899 2.54804  -1.036
37 C -3.98424 -0.35246 1.58741  -1.064
38 C -3.61033 -0.33619 0.22516  1.714
39 C -4.44608 -0.94842 -0.71666  -1.044
40 C -4.08199 -0.99801 -2.05273  -1.147
41 C -2.88200 -0.45614 -2.46128  -0.685
42 C -2.01037 0.20085 -1.55852  -0.037
43 N -0.78819 0.58832 -1.99584  0.520
44 C -0.52442 1.16652 -3.12742  0.301
45 N 0.68243 0.94456 -3.71726  0.168
46 C 1.45791 -0.21924 -3.32806  -0.823
47 C 1.43866 2.00251 -4.37085  -1.220
48 N -1.35029 2.06258 -3.75642  0.290
49 C -2.42914 2.71888 -3.04415  -0.798
50 C -1.46238 2.10364 -5.21000  -1.293
51 C -2.39616 0.29669 -0.18195  0.220
52 N -1.06555 3.82175 1.40881  0.270
53 C -0.78151 4.49313 2.67612  -1.260
54 C -2.47590 3.78860 1.06718  -0.488
55 H 2.20435 4.95195 1.45903  0.342
56 H 0.62278 5.28803 0.73188  0.436
57 H 1.96532 4.74930 -0.28109  0.391
58 H 3.10852 2.73447 0.72396  0.417
59 H 2.06675 2.00039 -0.52009  0.009
60 H 2.06625 1.38571 1.15119  -0.011
61 H -1.45551 1.42912 2.92472  0.519
62 H -3.48974 0.22947 3.59085  0.484
63 H -4.88682 -0.88025 1.87133  0.463
64 H -5.36882 -1.40470 -0.38055  0.480
65 H -4.72741 -1.48161 -2.77581  0.448
66 H -2.57347 -0.54094 -3.49680  0.584
67 H 0.79027 -1.03336 -3.05321  0.116
68 H 2.11190 -0.00772 -2.47451  0.221
69 H 2.07288 -0.52588 -4.17491  0.429
70 H 0.87030 2.92706 -4.38407  0.422
71 H 1.69341 1.72669 -5.39591  0.324
72 H 2.36754 2.17957 -3.82190  0.364
73 H -2.18150 2.78119 -1.98770  -0.072
74 H -3.38417 2.19699 -3.15569  0.329
75 H -2.53840 3.73218 -3.43302  0.445
76 H -0.82801 1.34725 -5.66307  0.402
77 H -1.18876 3.08499 -5.60458  0.380
78 H -2.49798 1.90139 -5.49652  0.378
79 H 0.25503 4.34344 2.96364  0.396
80 H -1.41695 4.08652 3.47012  0.375
81 H -0.98077 5.56366 2.59628  0.338
82 H -2.61939 3.31833 0.09824  -0.074
83 H -2.83788 4.81629 1.00821  0.421
84 H -3.08332 3.25383 1.80396  0.249
85 O 0.04571 -0.68308 2.77941  -0.779
86 C 1.19166 -0.38983 3.20903  0.270
87 O 2.24795 -0.45136 2.51583  -0.735
88 C 1.34127 0.09271 4.63616  0.372
89 C 0.59690 -0.48122 5.65760  -0.221
90 C 0.84261 -0.12667 6.97813  -0.624
91 C 1.81189 0.81933 7.27797  -0.455
92 C 2.52731 1.42638 6.25290  -0.757
93 C 2.29883 1.05755 4.93495  -0.280
94 H -0.16692 -1.20908 5.41286  0.423
95 H 0.27822 -0.59423 7.77559  0.414
96 H 2.01760 1.07712 8.30927  0.397
97 H 3.27846 2.17331 6.48065  0.410
98 H 2.87073 1.50667 4.13282  0.436

charge = +1
LUMO energy (alpha / beta) = -4.94 / -4.05 eV
HOMO-LUMO gap (alpha / beta) = 5.06 / 5.97 eV



Question: Among the records above, which one has the highest charge?
Answer: C37H46F4N8O2Tl



Question: Look up the charge of the first one.
Answer: 0



Question: The highest charge belongs to which entry?
Answer: C37H46F4N8O2Tl